(1)
# C18H16BiFN

C18H16BiFN as an isolated structure in a non-equilibrium geometry (ωB97M-V with the def2-TZVPD basis set, the OMol25 dataset).

Last column: Löwdin charge in e.
Cartesian coordinates (Å):
H (0.12, -0.42, -2.24)  0.1004
C (0.74, -2.50, 2.21)  0.0000
H (-2.04, -3.30, -1.99)  0.1399
C (0.82, 3.46, -2.31)  -0.0911
C (1.87, -2.52, 3.02)  -0.0566
H (2.16, -3.41, 3.54)  0.1133
C (-0.91, -2.36, -0.44)  -0.0487
H (2.86, 2.85, -2.11)  0.1048
H (1.05, 4.54, -2.24)  0.1213
C (-0.74, 1.56, -2.33)  -0.1453
H (-2.30, 1.41, 1.52)  0.1203
H (-1.77, 1.27, -2.40)  0.0992
C (-1.77, -0.40, 0.64)  -0.2863
H (3.52, -1.40, 3.86)  0.1221
C (-1.92, -2.39, -1.35)  -0.0728
H (2.94, 0.65, 2.52)  0.1124
C (2.71, -1.42, 3.12)  -0.0647
N (-1.50, 0.79, 1.46)  0.0057
C (1.57, 1.19, -2.42)  -0.1475
F (0.49, 2.69, 2.34)  -0.5647
C (1.27, -0.24, 1.56)  -0.3604
C (0.39, -1.31, 1.49)  -0.2166
C (1.86, 2.52, -2.28)  -0.1517
Bi (0.58, 1.60, 0.62)  1.9079
H (2.43, 0.48, -2.45)  0.1297
C (2.37, -0.30, 2.41)  -0.1234
H (-1.18, 0.57, 2.41)  0.1216
C (0.28, 0.64, -2.34)  -0.1462
H (-0.12, -3.14, -0.46)  0.1429
C (-0.49, 2.97, -2.36)  -0.0897
H (-3.75, -1.36, -1.93)  0.1305
C (-0.81, -1.38, 0.54)  -0.1737
H (-1.33, 3.66, -2.23)  0.1120
C (-2.89, -1.41, -1.21)  -0.0717
C (-2.87, -0.46, -0.18)  -0.0376
H (-3.76, 0.25, -0.15)  0.1497
H (0.08, -3.35, 2.18)  0.1150

Computed properties:
Charge ... +1
E_tot ... -1064.5063 a.u.
LUMO energy ... -4.05 eV
2S+1 ... 1

(2)
# C18H16Br2HfN9O7S

C18H16Br2HfN9O7S as an isolated structure in a non-equilibrium geometry (ωB97M-V with the def2-TZVPD basis set, the OMol25 dataset).

Last column: Löwdin charge in e.
Cartesian coordinates (Å):
H (-6.54, 0.59, -1.29)  0.1119
N (1.55, 0.25, -1.45)  -0.0929
H (3.23, -0.98, 0.52)  0.1224
C (-0.41, 2.16, 3.46)  -0.5729
C (2.76, -0.64, -3.20)  -0.0055
C (0.46, 2.47, 4.51)  -0.1155
N (-1.97, -2.49, 0.42)  -0.0009
H (1.93, 2.28, -1.94)  0.1938
C (-2.44, 1.38, -1.92)  -0.7448
Br (3.05, 2.62, 5.78)  0.8625
O (-1.94, -3.38, -1.68)  0.0900
H (-3.19, 1.92, -3.85)  0.1830
N (-1.02, -1.83, 1.27)  -0.0385
N (-2.66, 0.32, 0.25)  0.0705
C (2.78, 0.77, -3.25)  0.0546
C (3.95, -0.01, 2.32)  -0.0201
C (-5.67, 0.16, -0.74)  0.0035
C (2.30, 1.33, 3.41)  -0.2181
C (1.83, 2.11, 4.46)  -0.6201
O (3.93, -1.15, -5.26)  0.1194
C (3.63, 0.87, 3.35)  0.0030
O (-0.64, 1.17, 1.30)  -0.3179
C (2.99, -0.34, 1.38)  -0.0934
N (-4.54, 1.06, -2.70)  0.1422
H (-5.76, -0.92, -0.73)  0.0985
C (3.39, -1.53, -4.23)  -0.4482
Hf (-0.14, -0.14, -0.17)  1.6044
H (-0.14, -2.39, 1.41)  0.1246
N (-3.31, 1.56, -2.90)  0.0338
N (-3.21, 0.66, -0.99)  -0.0666
O (-1.26, -1.22, -1.44)  -0.1774
H (-5.69, 0.54, 0.28)  0.0914
Br (-2.25, 2.59, 3.56)  0.8071
H (-2.79, 1.05, 0.94)  0.0838
C (1.78, -2.16, -1.24)  -0.4847
H (-1.47, -1.78, 2.18)  0.1264
H (-3.16, -0.56, 0.52)  0.1269
H (-2.13, -3.48, 0.60)  0.1502
N (1.73, 0.08, 1.45)  0.0420
C (2.05, -0.90, -2.01)  -0.0945
C (-1.68, -2.38, -1.01)  -0.6274
O (0.96, -1.94, -0.22)  -0.1918
S (-0.97, 2.11, -1.71)  0.7179
O (2.29, -3.23, -1.52)  0.1339
C (-4.48, 0.56, -1.46)  -0.3070
H (3.03, -3.04, -2.94)  0.0757
H (4.96, -0.46, 2.26)  0.1339
H (0.17, 2.89, 5.45)  0.0977
H (3.39, 1.39, -3.90)  0.1593
C (0.09, 1.45, 2.35)  -0.3830
C (1.42, 1.02, 2.36)  -0.1672
N (2.05, 1.26, -2.22)  0.0247
O (3.37, -2.82, -3.87)  0.1153
H (4.37, 1.16, 4.11)  0.0839

Computed properties:
Charge ... +1
E_tot ... -7309.2718 a.u.
LUMO energy ... -3.82 eV
2S+1 ... 1

(3)
# C18H16Br2HfN9O7S

C18H16Br2HfN9O7S as an isolated structure in a non-equilibrium geometry (ωB97M-V with the def2-TZVPD basis set, the OMol25 dataset).

Last column: Löwdin charge in e.
Cartesian coordinates (Å):
H (4.72, 14.24, 8.33)  0.1129
C (5.28, 13.42, 8.81)  0.0312
H (11.09, 4.51, 6.57)  0.1128
C (7.08, 11.78, 8.72)  -0.1425
C (6.19, 12.70, 8.04)  -0.1599
C (5.20, 13.22, 10.21)  0.0061
N (7.52, 9.00, 11.33)  -0.0746
H (5.02, 6.91, 10.92)  0.1420
O (7.41, 9.99, 14.66)  0.1320
C (10.85, 6.93, 10.12)  -0.7493
H (9.34, 8.30, 8.26)  0.0820
N (11.20, 12.36, 9.80)  0.0505
C (10.17, 4.85, 7.11)  0.0040
H (8.61, 6.87, 7.76)  0.0876
S (10.68, 8.08, 11.31)  0.6663
O (5.48, 8.36, 14.92)  0.1421
C (7.20, 11.93, 5.93)  -0.1934
N (8.95, 7.38, 8.56)  0.1201
H (6.19, 12.23, 11.90)  0.1318
H (9.63, 3.94, 7.34)  0.0882
H (6.23, 9.07, 14.85)  0.0773
H (9.58, 5.53, 6.46)  0.0833
N (6.77, 8.12, 10.58)  0.0617
C (7.72, 9.86, 13.47)  -0.4075
N (7.01, 11.66, 10.08)  -0.0297
H (11.19, 12.37, 8.78)  0.1410
C (7.02, 8.90, 12.60)  -0.0923
N (11.78, 5.23, 8.94)  0.1212
C (10.64, 5.53, 8.35)  -0.2943
C (6.26, 12.69, 6.61)  -0.5997
C (8.17, 11.16, 6.57)  -0.6014
C (8.09, 11.06, 8.00)  -0.3566
O (9.37, 12.60, 11.23)  -0.1683
H (11.56, 10.38, 9.73)  0.1038
Br (5.32, 13.92, 5.52)  0.8199
O (4.10, 7.05, 13.81)  0.1210
O (9.90, 14.28, 9.76)  0.0978
C (5.89, 8.03, 12.62)  -0.0105
N (10.02, 6.58, 9.05)  -0.0600
C (5.08, 7.76, 13.85)  -0.5219
H (4.50, 13.77, 10.82)  0.1163
C (6.10, 12.35, 10.82)  -0.0483
Hf (8.86, 10.68, 10.83)  1.6317
N (11.03, 11.02, 10.33)  -0.1167
C (5.79, 7.53, 11.32)  0.0683
H (12.68, 5.95, 10.61)  0.1819
O (8.63, 10.60, 12.80)  -0.1776
N (11.89, 6.08, 9.96)  0.0112
H (7.11, 7.81, 9.66)  0.1300
C (10.09, 13.17, 10.26)  -0.6102
O (9.07, 10.42, 8.64)  -0.2814
H (11.63, 11.03, 11.15)  0.1121
Br (9.46, 10.34, 5.47)  0.8177
H (7.20, 11.99, 4.85)  0.0905

Computed properties:
Charge ... +1
E_tot ... -7309.2480 a.u.
LUMO energy ... -4.19 eV
2S+1 ... 1

(4)
# C18H16BrN2O4PdS6

C18H16BrN2O4PdS6 as an isolated structure (ωB97M-V with the def2-TZVPD basis set, the OMol25 dataset).

Last column: Löwdin charge in e.
Cartesian coordinates (Å):
O (1.26, -1.89, -0.20)  -0.1382
S (-0.89, 1.94, 0.10)  0.7972
H (7.45, 3.18, -3.79)  0.1233
C (2.39, -1.26, 0.00)  -0.6664
S (-2.68, 3.73, 5.23)  0.7729
H (7.21, 4.85, -1.43)  0.0901
H (4.08, -1.99, 1.05)  0.1356
H (3.54, 1.12, -1.58)  0.0768
N (3.87, -1.34, -2.23)  -0.1520
H (3.28, -2.10, -2.54)  0.1311
C (5.87, 3.47, -2.37)  -0.2577
H (2.06, 0.20, -2.63)  0.0813
C (4.77, 2.87, -1.76)  -0.0227
C (-1.12, -0.50, -2.85)  -0.7150
S (-2.04, 3.40, 2.37)  0.9801
N (0.07, -0.23, -2.30)  -0.0760
C (6.29, 4.87, -2.01)  -0.0416
C (4.62, -1.62, -1.00)  -0.1921
H (5.41, -2.36, -1.15)  0.1266
C (0.97, 0.01, -4.49)  -0.0202
C (-2.13, 2.83, 4.03)  -1.4346
Br (-2.49, -0.90, -1.61)  0.8030
H (4.20, 3.42, -1.02)  0.1154
H (6.47, 5.46, -2.91)  0.0860
C (4.38, 1.58, -2.09)  -0.0595
C (5.12, 0.87, -3.02)  -0.2775
H (-0.40, -0.27, -6.11)  0.1256
H (6.81, 0.87, -4.34)  0.1210
H (5.53, 5.37, -1.42)  0.0763
S (-0.35, -0.51, 2.16)  0.8562
H (1.85, 0.19, -5.10)  0.0998
H (-2.33, -0.75, -4.59)  0.1139
C (-1.35, -0.52, -4.20)  -0.0773
C (-1.03, 0.90, 2.63)  -1.0827
C (3.64, -2.10, 0.06)  -0.0764
C (6.59, 2.73, -3.31)  -0.0207
C (-1.30, 2.01, 1.68)  -1.0881
S (4.67, -0.75, -3.55)  0.6560
C (6.23, 1.44, -3.63)  -0.0388
C (1.10, 0.02, -3.11)  -0.0797
O (5.88, -1.47, -3.81)  -0.2666
C (-0.27, -0.25, -5.04)  -0.0103
Pd (0.04, -0.23, -0.16)  0.5412
S (-1.46, 1.22, 4.26)  0.9829
O (2.41, -0.03, 0.11)  -0.0474
H (5.08, -0.69, -0.67)  0.1235
H (3.37, -3.15, -0.07)  0.1261
O (3.65, -0.69, -4.56)  -0.3005

Computed properties:
Charge ... +1
E_tot ... -6196.7831 a.u.
LUMO energy ... -6.37 eV
2S+1 ... 1

Question: Number 1 is which compound?
Answer: C18H16BiFN

Question: Which of these has the highest E_tot?
Answer: C18H16BiFN

Question: What is the E_tot in the first record?
Answer: -1064.5063 a.u.